1.
C33H40Br2FeN2OP2 | ωB97M-V with the def2-TZVPD basis set

The value obtained for the electronic energy is -232944.4627 eV. Its HOMO energy (alpha / beta) is -0.385 / -0.387 Ha. The LUMO energy (alpha / beta) is -2.9 / -4.3 eV. For the gap between HOMO and LUMO (alpha / beta), the calculation gives 0.2770 / 0.2304 Ha.

ORCA input file:
```
! wB97M-V def2-TZVPD RIJCOSX def2/J DEFGRID3
* xyz 1 6
Fe 0.072 0.281 -0.172
C -0.132 -1.383 4.962
C -0.180 -1.655 3.454
C -1.583 -2.140 3.079
P 0.370 -0.232 2.396
C 0.118 1.313 3.363
C -1.368 1.607 3.574
C 0.801 2.482 2.651
C 2.183 -0.390 2.253
C 3.008 -0.758 3.317
C 4.372 -0.921 3.155
C 4.935 -0.736 1.900
C 4.142 -0.364 0.830
C 2.770 -0.162 0.999
N 1.964 0.183 -0.109
C 2.407 1.137 -1.051
C 3.404 2.085 -0.781
C 3.804 2.985 -1.746
C 3.223 2.977 -3.012
C 2.194 2.093 -3.270
C 1.753 1.184 -2.306
P 0.299 0.113 -2.642
C 1.033 -1.201 -3.703
C -0.005 -2.134 -4.323
C 2.065 -1.984 -2.893
C -0.874 1.095 -3.656
C -1.042 2.532 -3.160
C -2.237 0.386 -3.622
H -0.359 -2.307 5.497
H -0.883 -0.649 5.253
H 0.831 -1.029 5.320
H 0.538 -2.445 3.211
H -2.323 -1.342 3.156
H -1.886 -2.931 3.766
H -1.628 -2.543 2.070
H 0.607 1.159 4.330
H -1.827 1.921 2.636
H -1.482 2.423 4.289
H -1.925 0.753 3.961
H 0.352 2.654 1.670
H 1.873 2.322 2.532
H 0.662 3.395 3.232
H 2.581 -0.921 4.295
H 4.990 -1.202 3.997
H 5.995 -0.889 1.751
H 4.583 -0.236 -0.149
H 3.864 2.106 0.197
H 4.579 3.703 -1.513
H 3.563 3.660 -3.777
H 1.716 2.103 -4.243
H 1.544 -0.649 -4.500
H -0.631 -2.599 -3.557
H 0.505 -2.934 -4.862
H -0.654 -1.622 -5.033
H 1.583 -2.548 -2.090
H 2.819 -1.338 -2.444
H 2.574 -2.700 -3.540
H -0.489 1.091 -4.682
H -1.270 2.553 -2.092
H -1.885 2.985 -3.684
H -0.165 3.150 -3.335
H -2.701 0.525 -2.642
H -2.183 -0.684 -3.819
H -2.900 0.830 -4.366
Br -3.726 3.399 0.578
C -3.750 1.534 0.364
C -4.996 0.866 0.380
C -5.071 -0.482 0.192
Br -6.756 -1.325 0.202
C -3.889 -1.244 -0.015
C -3.854 -2.634 -0.265
C -2.659 -3.261 -0.479
C -1.476 -2.504 -0.422
N -1.475 -1.217 -0.172
C -2.659 -0.563 0.007
C -2.572 0.852 0.180
O -1.387 1.452 0.135
H -5.894 1.448 0.534
H -4.784 -3.185 -0.294
H -2.604 -4.321 -0.682
H -0.510 -2.976 -0.566
*
```

=====

2.
C33H40Br2N3O3PPt | ωB97M-V with the def2-TZVPD basis set

The value obtained for the electronic energy is -198105.3684 eV. Its HOMO energy (alpha / beta) is -0.232 / -0.260 Ha. The LUMO energy (alpha / beta) is 0.2 / -0.5 eV. For the gap between HOMO and LUMO (alpha / beta), the calculation gives 0.2386 / 0.2418 Ha. For the energy above the lowest of the compared OMol25 structures with the same formula, charge and spin, the calculation gives 0.000 eV.

ORCA input file:
```
! wB97M-V def2-TZVPD RIJCOSX def2/J DEFGRID3
* xyz 0 3
Pt 0.738 -0.327 -0.206
C -1.291 -3.429 -1.145
C -0.753 -3.618 0.277
C -1.619 -4.583 1.081
P -0.546 -1.926 1.010
C -0.276 -2.119 2.832
C 1.091 -2.756 3.083
C -0.371 -0.728 3.469
C -2.168 -1.123 0.904
C -3.285 -1.547 1.619
C -4.504 -0.894 1.537
C -5.714 -1.354 2.307
C -4.580 0.221 0.700
C -3.486 0.680 -0.001
C -2.235 0.035 0.096
N -1.109 0.527 -0.510
C -1.170 1.652 -1.354
C -1.531 1.504 -2.701
C -1.813 0.132 -3.239
C -1.571 2.625 -3.519
C -1.258 3.894 -3.044
C -1.296 5.089 -3.960
C -0.890 4.022 -1.710
C -0.843 2.925 -0.857
C -0.464 3.086 0.590
H -1.288 -4.379 -1.681
H -0.673 -2.719 -1.700
H -2.314 -3.049 -1.115
H 0.265 -4.015 0.210
H -2.649 -4.227 1.132
H -1.241 -4.729 2.094
H -1.624 -5.554 0.583
H -1.061 -2.759 3.246
H 1.881 -2.124 2.673
H 1.172 -3.742 2.623
H 1.267 -2.862 4.155
H 0.209 -0.008 2.887
H 0.029 -0.747 4.485
H -1.401 -0.377 3.500
H -3.199 -2.414 2.266
H -5.454 -2.111 3.046
H -6.462 -1.781 1.634
H -6.183 -0.513 2.820
H -5.526 0.745 0.608
H -3.571 1.563 -0.622
H -0.944 -0.508 -3.069
H -2.021 0.168 -4.307
H -2.664 -0.325 -2.730
H -1.863 2.504 -4.557
H -2.128 5.020 -4.662
H -0.376 5.154 -4.548
H -1.400 6.015 -3.395
H -0.675 5.008 -1.306
H -0.079 4.087 0.786
H 0.295 2.349 0.852
H -1.326 2.910 1.238
Br 4.222 -3.925 -1.639
C 4.380 -2.710 -0.192
C 5.439 -2.826 0.699
C 5.560 -1.951 1.750
Br 7.023 -2.169 2.955
C 4.621 -0.924 1.954
C 4.658 0.015 3.009
C 3.668 0.953 3.113
C 2.618 0.951 2.185
N 2.549 0.091 1.197
C 3.532 -0.827 1.044
C 3.389 -1.721 -0.081
O 2.420 -1.600 -0.901
H 6.170 -3.611 0.563
H 5.469 -0.019 3.723
H 3.675 1.686 3.907
H 1.811 1.671 2.266
N 2.230 4.044 -3.170
C 2.023 2.676 -3.646
C 1.915 1.723 -2.460
O 1.380 0.643 -2.539
O 2.452 2.187 -1.339
H 2.607 4.645 -3.890
H 2.765 3.096 -1.542
H 1.340 4.436 -2.877
H 2.892 2.361 -4.228
H 1.136 2.538 -4.268
*
```

=====

3.
C33H40Cl2CrNO3S3Te | ωB97M-V with the def2-TZVPD basis set

The value obtained for the electronic energy is -135767.8199 eV. Its HOMO energy (alpha / beta) is -0.244 / -0.290 Ha. The LUMO energy (alpha / beta) is -0.1 / -0.7 eV. For the gap between HOMO and LUMO (alpha / beta), the calculation gives 0.2393 / 0.2636 Ha. For the energy above the lowest of the compared OMol25 structures with the same formula, charge and spin, the calculation gives 0.000 eV.

ORCA input file:
```
! wB97M-V def2-TZVPD RIJCOSX def2/J DEFGRID3
* xyz 0 6
Cr 0.179 1.920 1.691
Cl -6.241 0.537 4.820
C -4.586 0.666 4.292
C -3.659 -0.311 4.713
C -2.360 -0.241 4.307
Cl -1.214 -1.404 4.869
C -1.889 0.799 3.444
O -0.676 0.832 3.090
C -2.853 1.787 3.068
C -2.478 2.872 2.237
O -1.383 3.014 1.689
C -4.195 1.697 3.502
H -3.977 -1.111 5.370
H -3.229 3.643 2.029
H -4.909 2.450 3.187
C 3.032 5.355 -0.479
C 3.163 3.833 -0.441
S 1.664 2.837 -0.539
C 0.956 3.235 -2.162
C 0.203 4.566 -2.341
S -0.964 4.884 -0.992
C -0.656 6.615 -0.547
C 0.794 7.067 -0.405
S 1.841 6.068 0.703
H 2.760 5.698 -1.475
H 4.009 5.776 -0.241
H 3.584 3.510 0.513
H 3.827 3.504 -1.242
H 0.281 2.399 -2.343
H 1.773 3.168 -2.883
H -0.359 4.527 -3.274
H 0.900 5.398 -2.404
H -1.169 6.703 0.412
H -1.159 7.267 -1.263
H 0.788 8.077 0.005
H 1.293 7.117 -1.369
C 3.556 -0.249 2.053
C 2.321 0.605 1.913
O 2.219 1.685 2.602
N 1.308 0.293 1.134
Te 1.118 -0.807 -0.746
C 1.344 -2.653 -2.013
C 2.533 -3.392 -1.968
C 3.677 -3.089 -1.021
C 2.700 -4.478 -2.830
C 1.727 -4.843 -3.743
C 1.928 -6.003 -4.687
C 0.558 -4.091 -3.786
C 0.345 -3.007 -2.944
C -0.955 -2.254 -3.089
C -0.581 -1.716 0.164
C -1.831 -1.087 0.105
C -2.083 0.253 -0.552
C -2.932 -1.726 0.678
C -2.819 -2.942 1.326
C -4.014 -3.605 1.961
C -1.556 -3.516 1.422
C -0.430 -2.927 0.863
C 0.897 -3.624 1.039
H 4.384 0.349 2.429
H 3.818 -0.706 1.098
H 3.348 -1.047 2.770
H 3.526 -2.149 -0.499
H 4.622 -3.025 -1.566
H 3.780 -3.878 -0.271
H 3.626 -5.047 -2.782
H 2.863 -6.523 -4.480
H 1.951 -5.657 -5.723
H 1.110 -6.722 -4.600
H -0.211 -4.352 -4.510
H -1.430 -2.490 -4.042
H -0.792 -1.176 -3.047
H -1.646 -2.517 -2.288
H -1.178 0.850 -0.634
H -2.809 0.822 0.031
H -2.496 0.126 -1.555
H -3.902 -1.236 0.620
H -4.930 -3.048 1.758
H -3.880 -3.665 3.044
H -4.144 -4.623 1.588
H -1.439 -4.446 1.976
H 0.895 -4.207 1.961
H 1.719 -2.911 1.091
H 1.094 -4.305 0.207
*
```

=====

4.
C33H40CsN9O4S2Si | ωB97M-V with the def2-TZVPD basis set

The value obtained for the electronic energy is -86570.5403 eV. Its HOMO energy is -0.067 Ha. The LUMO energy is 3.6 eV. For the gap between HOMO and LUMO, the calculation gives 0.2012 Ha. For the energy above the lowest of the compared OMol25 structures with the same formula, charge and spin, the calculation gives 1.155 eV.

ORCA input file:
```
! wB97M-V def2-TZVPD RIJCOSX def2/J DEFGRID3
* xyz -2 1
Cs 1.430 -0.312 -0.972
C -3.096 -3.286 4.316
C -2.470 -1.971 3.927
C -1.479 -1.377 4.702
C -0.806 -0.264 4.235
C -1.064 0.268 2.947
N -0.254 1.211 2.421
C 0.077 2.308 3.130
C -0.827 2.953 3.996
C -0.464 4.087 4.632
C 0.778 4.715 4.469
C 1.121 5.981 5.199
C 1.667 4.074 3.590
C 1.354 2.877 2.981
N 2.345 2.127 2.252
C 2.722 0.869 2.565
C 3.759 0.534 1.758
C 3.943 1.683 0.932
N 3.095 2.642 1.259
C -2.077 -0.341 2.211
C -2.729 -1.481 2.678
N -2.537 0.171 0.903
C -3.697 0.794 0.669
C -3.744 1.097 -0.679
C -2.519 0.572 -1.185
N -1.806 0.030 -0.208
H -3.160 -3.344 5.397
H -2.506 -4.138 3.929
H -4.125 -3.370 4.012
H -1.310 -1.837 5.659
H 0.025 0.181 4.774
H -1.811 2.513 4.128
H -1.233 4.617 5.240
H 1.460 5.809 6.221
H 0.277 6.683 5.237
H 1.974 6.480 4.710
H 2.644 4.484 3.361
H 2.225 0.323 3.381
H 4.337 -0.376 1.720
H 4.605 1.788 0.099
H -3.485 -1.903 2.043
H -4.390 0.900 1.451
H -4.482 1.659 -1.138
H -2.106 0.593 -2.169
C 2.065 5.906 -1.664
C 3.110 4.910 -1.938
N 4.390 5.190 -1.903
N 4.918 3.985 -2.173
C 4.094 2.976 -2.395
S 4.450 1.399 -2.788
N 2.871 3.592 -2.172
N 1.561 3.093 -2.225
H 2.459 6.908 -1.522
H 1.597 5.648 -0.713
H 1.240 5.921 -2.364
H 5.905 3.930 -2.328
H 1.338 2.811 -1.249
H 1.487 2.247 -2.900
C 2.537 1.771 -6.069
Si 1.584 0.417 -5.186
C 0.208 0.002 -6.394
C 2.795 -0.999 -5.058
O 1.000 0.728 -3.716
H 2.831 1.424 -7.079
H 3.433 2.015 -5.516
H 1.903 2.659 -6.239
H 0.705 -0.268 -7.334
H -0.452 0.861 -6.543
H -0.428 -0.841 -6.021
H 3.261 -1.200 -6.034
H 2.276 -1.872 -4.704
H 3.562 -0.654 -4.305
C -5.045 -7.116 -2.279
C -3.800 -6.856 -1.440
C -3.324 -7.564 -0.344
C -2.313 -7.047 0.459
C -1.711 -5.848 0.081
C -2.115 -5.170 -1.062
C -3.132 -5.693 -1.807
S -0.242 -5.397 0.981
O -0.725 -5.130 2.319
O 0.653 -6.522 0.745
O 0.200 -4.145 0.377
H -5.867 -6.664 -1.746
H -5.206 -8.174 -2.458
H -4.970 -6.655 -3.260
H -3.801 -8.504 -0.062
H -1.999 -7.588 1.350
H -1.513 -4.315 -1.384
H -3.449 -5.200 -2.718
*
```

=====

electronic energy of number 1 (C33H40Br2FeN2OP2)? -232944.4627 eV

=====

What is the electronic energy in the first record? -232944.4627 eV